1.
Density functional theory data (wB97M-V/def2-TZVPD) for a 2-piece molecular cluster, C3H6N3O overall in a non-equilibrium geometry.

Positions of all 13 atoms, in Å:
C (-2.905, -0.628, 0.033)
C (0.824, -0.027, 0.159)
C (1.949, 0.916, -0.276)
N (-1.769, -0.801, -0.372)
N (1.210, -1.192, -0.080)
N (-0.327, 0.373, 0.548)
O (1.742, -2.237, -0.042)
H (-3.625, -1.163, -0.587)
H (-2.963, -0.021, 0.949)
H (2.874, 0.474, -0.789)
H (1.339, 1.695, -0.804)
H (2.212, 1.294, 0.762)
H (-0.562, 1.318, 0.499)

Properties
Net charge = +1

Per-atom Löwdin charges, elementary charge units: atom 1 (C): -0.01, atom 2 (C): -0.46, atom 3 (C): 0.06, atom 4 (N): 0.20, atom 5 (N): 0.08, atom 6 (N): 0.16, atom 7 (O): 0.25, atom 8 (H): 0.13, atom 9 (H): 0.13, atom 10 (H): 0.14, atom 11 (H): 0.11, atom 12 (H): 0.13, atom 13 (H): 0.08



2.
Density functional theory data (wB97M-V/def2-TZVPD) for C3H6N3O as an isolated structure in a non-equilibrium geometry.

Positions of all 13 atoms, in Å:
C (1.870, -0.126, 0.014)
C (-0.571, -0.373, 0.098)
C (0.950, 0.816, 0.630)
N (2.355, -0.961, -0.660)
N (-0.635, -1.647, 0.245)
N (-1.541, 0.402, -0.287)
O (0.729, 1.968, 0.044)
H (0.982, 0.870, 1.674)
H (0.114, -2.192, 0.473)
H (-1.262, -2.129, -0.464)
H (-1.294, 1.319, -0.230)
H (-2.488, 0.039, -0.634)
H (0.793, 2.014, -0.903)

Properties
Net charge = +1

Per-atom Löwdin charges, elementary charge units: atom 1 (C): -0.15, atom 2 (C): -0.22, atom 3 (C): -0.18, atom 4 (N): 0.21, atom 5 (N): 0.22, atom 6 (N): 0.21, atom 7 (O): 0.09, atom 8 (H): 0.14, atom 9 (H): 0.09, atom 10 (H): 0.19, atom 11 (H): 0.07, atom 12 (H): 0.20, atom 13 (H): 0.14



3.
Density functional theory data (wB97M-V/def2-TZVPD) for an isolated ion of composition C3H6N3O and charge +1 in a non-equilibrium geometry.

Positions of all 13 atoms, in Å:
C (0.072, 0.049, 1.853)
C (1.377, -0.034, 1.455)
C (-1.162, -0.132, -0.285)
N (-0.994, 0.172, 1.156)
N (-0.046, 0.203, -0.989)
N (-0.004, 0.907, -2.043)
O (2.283, -0.801, 1.087)
H (-0.135, 0.240, 2.807)
H (-1.253, -1.216, -0.210)
H (-2.230, -0.052, -0.681)
H (2.070, -1.762, 0.915)
H (0.834, 1.131, -2.483)
H (-0.811, 1.295, -2.582)

Properties
Net charge = +1

Per-atom Löwdin charges, elementary charge units: atom 1 (C): -0.19, atom 2 (C): -0.03, atom 3 (C): -0.24, atom 4 (N): 0.07, atom 5 (N): 0.09, atom 6 (N): 0.22, atom 7 (O): 0.16, atom 8 (H): 0.10, atom 9 (H): 0.16, atom 10 (H): 0.17, atom 11 (H): 0.18, atom 12 (H): 0.13, atom 13 (H): 0.19



4.
Density functional theory data (wB97M-V/def2-TZVPD) for an isolated ion of composition C3H6N3O and charge +1 in a non-equilibrium geometry.

Positions of all 13 atoms, in Å:
N (1.369, 0.065, -0.812)
C (0.244, -0.400, 0.137)
O (0.773, -1.218, 1.064)
C (-0.556, 0.914, 0.768)
C (-1.788, 0.752, 0.298)
N (-1.878, -0.384, -0.544)
N (-0.827, -0.988, -0.669)
H (2.046, -0.708, -0.907)
H (1.865, 0.870, -0.407)
H (1.003, 0.317, -1.740)
H (0.529, -2.147, 0.926)
H (-0.098, 1.599, 1.446)
H (-2.682, 1.327, 0.441)

Properties
SMILES = [NH3+][C@@]1(O)C=CN=N1
Net charge = +1

Per-atom Löwdin charges, elementary charge units: atom 1 (N): 0.29, atom 2 (C): -0.50, atom 3 (O): 0.10, atom 4 (C): 0.10, atom 5 (C): -0.07, atom 6 (N): 0.08, atom 7 (N): 0.08, atom 8 (H): 0.18, atom 9 (H): 0.18, atom 10 (H): 0.18, atom 11 (H): 0.15, atom 12 (H): 0.11, atom 13 (H): 0.12



5.
Density functional theory data (wB97M-V/def2-TZVPD) for a 2-piece molecular cluster, C3H6N3O2P overall in a non-equilibrium geometry.

Positions of all 15 atoms, in Å:
C (-1.240, 0.920, -2.047)
C (-0.741, -0.360, -2.126)
C (-1.505, 1.160, 0.292)
N (-1.612, 1.578, -1.000)
N (-1.033, -0.110, 0.597)
N (3.070, -0.336, 2.393)
O (-1.846, 1.843, 1.253)
O (0.250, -2.292, -0.330)
P (-0.409, -1.032, -0.594)
H (-1.560, 1.333, -3.047)
H (-0.453, -0.926, -3.103)
H (-1.373, -0.377, 1.536)
H (3.338, -0.047, 1.398)
H (2.102, 0.012, 2.579)
H (3.011, -1.364, 2.201)

Properties
Net charge = 0

Per-atom Löwdin charges, elementary charge units: atom 1 (C): -0.27, atom 2 (C): -0.21, atom 3 (C): -0.61, atom 4 (N): 0.10, atom 5 (N): 0.00, atom 6 (N): -0.04, atom 7 (O): 0.05, atom 8 (O): -0.29, atom 9 (P): 0.81, atom 10 (H): 0.13, atom 11 (H): 0.12, atom 12 (H): 0.16, atom 13 (H): 0.03, atom 14 (H): 0.00, atom 15 (H): 0.01



6.
Density functional theory data (wB97M-V/def2-TZVPD) for an isolated ion of composition C3H6N3O2Si and charge +1 in a non-equilibrium geometry.

Positions of all 15 atoms, in Å:
C (-1.555, 0.871, -1.013)
N (-0.801, 0.613, -0.014)
N (0.034, 1.530, 0.496)
C (1.206, 1.376, 0.826)
O (2.068, 0.452, 0.440)
Si (1.765, -1.009, -0.406)
N (0.184, -1.590, 0.189)
C (-0.782, -0.899, 0.367)
O (-2.025, -1.192, 0.738)
H (-2.284, 0.306, -1.534)
H (-1.607, 1.822, -1.417)
H (1.649, 2.109, 1.562)
H (1.585, -0.866, -1.926)
H (2.740, -1.621, 0.350)
H (-2.176, -1.902, 1.344)

Properties
SMILES = C=[N+]1N=CO[SiH2]N=C1O
Net charge = +1

Per-atom Löwdin charges, elementary charge units: atom 1 (C): 0.21, atom 2 (N): -0.03, atom 3 (N): 0.13, atom 4 (C): -0.23, atom 5 (O): -0.15, atom 6 (Si): 0.72, atom 7 (N): 0.08, atom 8 (C): -0.44, atom 9 (O): 0.16, atom 10 (H): 0.13, atom 11 (H): 0.11, atom 12 (H): 0.18, atom 13 (H): 0.02, atom 14 (H): -0.02, atom 15 (H): 0.14



7.
Density functional theory data (wB97M-V/def2-TZVPD) for an isolated molecule of C3H6N3P in a non-equilibrium geometry.

Positions of all 13 atoms, in Å:
H (-0.299, 0.081, 3.225)
N (0.353, 0.168, 2.439)
C (-0.216, 0.525, 1.371)
P (0.697, 1.030, -0.047)
C (-0.746, 0.667, -1.455)
N (-1.790, 1.364, -1.190)
H (-2.600, 1.019, -1.667)
C (1.431, -0.591, -0.242)
N (1.168, -1.338, -1.251)
H (1.694, -2.239, -1.141)
H (-1.404, 0.543, 1.263)
H (-0.322, -0.252, -1.919)
H (2.035, -0.976, 0.614)

Properties
SMILES = [H]/N=C/P(/C=N/[H])/C=N/[H]
Net charge = 0

Per-atom Löwdin charges, elementary charge units: atom 1 (H): 0.05, atom 2 (N): 0.01, atom 3 (C): -0.54, atom 4 (P): 0.94, atom 5 (C): -0.30, atom 6 (N): 0.01, atom 7 (H): 0.03, atom 8 (C): -0.48, atom 9 (N): -0.01, atom 10 (H): 0.07, atom 11 (H): 0.11, atom 12 (H): 0.03, atom 13 (H): 0.08



8.
Density functional theory data (wB97M-V/def2-TZVPD) for an isolated molecule of C3H6N4 in a non-equilibrium geometry.

Positions of all 13 atoms, in Å:
C (2.974, -0.147, -0.100)
C (1.689, -0.117, -0.100)
C (0.161, -0.202, 0.079)
N (-0.470, -1.255, -0.257)
N (-1.812, -1.098, 0.059)
N (-0.454, 0.824, 0.565)
N (-0.982, 1.619, -0.315)
H (4.061, -0.278, 0.345)
H (-2.139, -0.326, 0.844)
H (-2.199, -1.975, -0.187)
H (0.083, 1.377, 1.246)
H (-2.051, 1.498, -0.641)
H (-0.670, 1.865, -1.237)

Properties
SMILES = C#C/C(=N/N)NN
Net charge = 0

Per-atom Löwdin charges, elementary charge units: atom 1 (C): 0.05, atom 2 (C): -0.03, atom 3 (C): -0.49, atom 4 (N): 0.05, atom 5 (N): -0.03, atom 6 (N): -0.17, atom 7 (N): -0.04, atom 8 (H): 0.07, atom 9 (H): 0.17, atom 10 (H): 0.05, atom 11 (H): 0.16, atom 12 (H): 0.14, atom 13 (H): 0.08



Taking the records one at a time from the top gives energy relative to the best compared isomer or geometry (same formula, charge and spin) values of 723.3; 167.5; 646.9; 200.6; 91.4; 148.4; 318.2; 659.0 kJ/mol.